i) Computed, not measured: 2 unconnected molecules or ions with the total composition C4H7N2, with wB97M-V/def2-TZVPD.

Geometry as ORCA input:
```
! wB97M-V def2-TZVPD RIJCOSX def2/J DEFGRID3
* xyz 1 1
C 1.687 0.601 -0.392
C 0.797 -0.343 0.229
C 1.554 1.876 -0.758
C -0.004 -1.142 0.566
N 1.570 3.046 -0.881
N -1.030 -1.982 1.170
H 2.799 0.301 -0.186
H -2.773 0.045 -1.040
H -2.098 0.225 -1.220
H 1.410 3.611 -1.709
H -1.939 -1.607 0.836
H -1.250 -1.669 2.150
H -0.722 -2.961 1.236
*
```

As for the LUMO energy: -4.0797 eV.

***

ii) Computed, not measured: a gas-phase ion, C4H7N2 (charge +1), with wB97M-V/def2-TZVPD.

Geometry as ORCA input:
```
! wB97M-V def2-TZVPD RIJCOSX def2/J DEFGRID3
* xyz 1 1
H 2.471 1.629 -0.261
N 2.026 0.827 -0.870
N 0.952 0.308 -0.582
C 0.331 -0.810 -1.087
C -0.765 -1.140 -0.319
C -1.184 -0.232 0.687
C -0.048 0.826 0.664
H 0.967 -1.447 -1.823
H -1.430 -1.956 -0.407
H -2.247 0.121 0.553
H -1.270 -0.805 1.576
H -0.343 1.688 0.200
H 0.542 0.990 1.669
*
```

As for the LUMO energy: -5.7947 eV.

***

iii) Computed, not measured: a molecular structure, C4H7N2, with wB97M-V/def2-TZVPD.

Geometry as ORCA input:
```
! wB97M-V def2-TZVPD RIJCOSX def2/J DEFGRID3
* xyz 1 1
C -1.738 -0.593 -0.080
C 1.619 0.123 0.074
C 0.334 0.961 -0.088
C 0.703 -1.031 0.046
N -0.367 -0.316 -0.073
N -2.473 0.393 0.112
H -1.975 -1.650 -0.237
H 2.356 0.174 -0.727
H 2.147 0.252 1.020
H 0.054 1.620 0.733
H 0.219 1.491 -1.033
H 0.804 -2.104 0.110
H -3.477 0.256 0.136
*
```

As for the LUMO energy: -5.4175 eV.

***

iv) Computed, not measured: a gas-phase ion, C4H7N2 (charge +1), with wB97M-V/def2-TZVPD.

Geometry as ORCA input:
```
! wB97M-V def2-TZVPD RIJCOSX def2/J DEFGRID3
* xyz 1 1
C -1.587 1.047 -0.063
C -1.504 -0.284 0.097
C 0.955 -0.100 -0.358
C 1.865 0.953 0.405
N 2.358 -0.134 -0.132
N -0.154 -0.837 0.450
H -2.523 1.502 -0.358
H -0.964 1.914 0.216
H -2.162 -0.924 -0.474
H 0.564 0.193 -1.286
H 3.159 -0.793 -0.220
H 0.101 -0.682 1.435
H -0.106 -1.855 0.287
*
```

As for the LUMO energy: -3.8063 eV.

***

Energy above the most stable structure, in kJ/mol: i) 366.2; ii) 162.3; iii) 0.0; iv) 312.9

***

i) Computed, not measured: 2 unconnected molecules or ions with the total composition C4H7N2, with wB97M-V/def2-TZVPD.

Geometry as ORCA input:
```
! wB97M-V def2-TZVPD RIJCOSX def2/J DEFGRID3
* xyz 1 1
C -2.606 0.652 0.208
C -3.056 -0.376 -0.310
C -3.734 -1.427 -0.866
C 1.520 0.734 0.161
N 2.868 0.794 0.386
N 0.755 -0.244 0.480
H -2.279 1.654 0.277
H -4.344 -2.112 -0.293
H -3.587 -1.433 -1.924
H 1.062 -0.915 1.101
H 1.306 1.594 -0.432
H 3.485 0.192 0.965
H 3.419 1.642 0.152
*
```

As for the LUMO energy: -7.9350 eV.

***

ii) Computed, not measured: a molecular structure, C4H7N2, with wB97M-V/def2-TZVPD.

Geometry as ORCA input:
```
! wB97M-V def2-TZVPD RIJCOSX def2/J DEFGRID3
* xyz 1 1
C -1.094 -0.729 0.535
C -0.056 -1.250 -1.136
C 0.665 -0.020 -0.686
C 0.136 1.578 0.983
N 0.030 -2.270 -1.730
N -0.236 0.247 0.443
H -1.801 -0.898 1.282
H 1.553 -0.251 -0.236
H 0.662 0.914 -1.259
H -0.604 1.890 1.717
H 0.212 2.271 0.219
H 1.011 1.615 1.508
H -0.478 -3.098 -1.641
*
```

As for the LUMO energy: -4.5622 eV.

***

Energy above the most stable structure, in kJ/mol: i) 116.4; ii) 0.0

***

i) Computed, not measured: a gas-phase ion, C4H7N2 (charge +1), with wB97M-V/def2-TZVPD.

Geometry as ORCA input:
```
! wB97M-V def2-TZVPD RIJCOSX def2/J DEFGRID3
* xyz 1 1
C 0.261 -0.607 1.514
N -0.894 -1.048 1.305
C -1.415 -0.501 0.005
N -0.297 0.568 -0.505
C 1.129 0.259 -1.130
C 0.847 0.409 0.428
H 0.974 -0.787 2.326
H -1.516 -1.228 -0.751
H -2.387 -0.033 0.163
H -0.884 1.399 -0.740
H 1.079 -0.656 -1.659
H 1.745 0.892 -1.681
H 1.358 1.334 0.724
*
```

As for the LUMO energy: -3.7498 eV.

***

ii) Computed, not measured: a molecular structure, C4H7N2, with wB97M-V/def2-TZVPD.

Geometry as ORCA input:
```
! wB97M-V def2-TZVPD RIJCOSX def2/J DEFGRID3
* xyz 1 1
C -1.536 0.997 0.193
C -2.163 -0.074 -0.291
C -1.117 -1.087 0.080
C 0.854 0.533 -0.377
N 1.997 -0.055 0.117
N -0.418 0.165 0.346
H -1.574 2.080 0.319
H -1.278 -1.713 0.983
H -0.740 -1.738 -0.700
H 0.671 0.080 -1.467
H 0.859 1.636 -0.148
H 2.345 0.269 0.996
H 2.101 -1.092 -0.052
*
```

As for the LUMO energy (alpha / beta): -6.9121 / -7.0378 eV.

***

iii) Computed, not measured: a gas-phase ion, C4H7N2 (charge +1), with wB97M-V/def2-TZVPD.

Geometry as ORCA input:
```
! wB97M-V def2-TZVPD RIJCOSX def2/J DEFGRID3
* xyz 1 1
C 1.206 0.836 0.260
N 1.520 -0.326 -0.171
C 0.587 -1.253 -0.233
C -0.622 -1.039 0.512
N -1.040 0.089 -0.326
C -0.208 1.282 -0.122
H 1.836 1.569 0.816
H 0.744 -1.820 -1.133
H -1.402 -1.876 0.305
H -0.549 -1.123 1.626
H -1.197 -0.228 -1.247
H -0.691 1.844 0.651
H -0.184 2.046 -0.937
*
```

As for the LUMO energy: -5.9633 eV.

***

iv) Computed, not measured: a gas-phase ion, C4H7N2 (charge +1), with wB97M-V/def2-TZVPD.

Geometry as ORCA input:
```
! wB97M-V def2-TZVPD RIJCOSX def2/J DEFGRID3
* xyz 1 1
H 1.447 2.100 2.519
N 1.029 1.698 1.700
C 0.494 0.523 1.637
C -0.566 -0.444 0.440
C -1.463 -0.080 -0.749
C -0.068 -0.441 -0.903
N 0.847 -0.658 -1.766
H 0.576 -0.002 2.579
H -0.783 -1.376 1.061
H -2.222 -0.692 -1.203
H -1.760 0.970 -0.972
H 0.789 -0.345 -2.775
H 1.680 -1.253 -1.570
*
```

As for the LUMO energy (alpha / beta): -5.1673 / -5.1674 eV.

***

Energy above the most stable structure, in kJ/mol: i) 27.8; ii) 282.5; iii) 0.0; iv) 145.1